[1]
The following is a DFT calculation (the ωB97M-V functional and the def2-TZVPD basis) of an isolated ion of composition C3H11NOP and charge +1 in a non-equilibrium geometry.

For the total energy, the calculation gives -16107.4005 eV. The molar mass is 108.10 Da. The SMILES is C[NH2+][C@](C)(O)P. The value obtained for the HOMO energy is -13.740 eV.

Structure (ORCA input):
```
! RIJCOSX wB97M-V def2-TZVPD def2/J DEFGRID3
* xyz 1 1
C -1.13 -0.61 1.44
N 0.23 -0.19 1.06
C 0.31 0.28 -0.35
C 0.81 -0.88 -1.07
O 1.21 1.39 -0.28
P -1.33 1.02 -1.02
H -1.75 0.20 1.78
H -1.46 -1.07 0.48
H -1.06 -1.25 2.34
H 0.98 -0.78 1.36
H 0.46 0.56 1.62
H 0.31 -1.08 -2.04
H 0.50 -1.79 -0.60
H 1.91 -0.87 -1.04
H 1.79 1.48 -1.07
H -0.73 1.33 -2.23
H -1.04 2.27 -0.38
*
```

Mulliken charges, unit e, in atom order: atom 1 (C): -0.844, atom 2 (N): -0.194, atom 3 (C): 0.431, atom 4 (C): -1.405, atom 5 (O): -0.526, atom 6 (P): -0.034, atom 7 (H): 0.337, atom 8 (H): 0.452, atom 9 (H): 0.343, atom 10 (H): 0.385, atom 11 (H): 0.290, atom 12 (H): 0.366, atom 13 (H): 0.444, atom 14 (H): 0.412, atom 15 (H): 0.342, atom 16 (H): 0.095, atom 17 (H): 0.105



[2]
The following is a DFT calculation (the ωB97M-V functional and the def2-TZVPD basis) of a 2-piece molecular cluster, C4H5NS overall in a non-equilibrium geometry.

For the total energy, the calculation gives -16549.4658 eV. The molar mass is 99.16 Da. The value obtained for the HOMO energy is -9.185 eV.

Structure (ORCA input):
```
! RIJCOSX wB97M-V def2-TZVPD def2/J DEFGRID3
* xyz 0 1
C -0.53 -1.19 1.62
C 0.06 1.93 -0.65
C 1.31 1.51 -0.52
C -0.63 -1.85 0.42
N -0.03 -0.66 2.50
S -1.67 -3.05 0.09
H -0.46 2.39 0.05
H -0.36 1.78 -1.58
H 1.82 1.02 -1.21
H 1.72 1.63 0.43
H -1.24 -3.52 -1.15
*
```

Mulliken charges, unit e, in atom order: atom 1 (C): 0.415, atom 2 (C): -0.600, atom 3 (C): -0.542, atom 4 (C): -0.149, atom 5 (N): -0.358, atom 6 (S): -0.083, atom 7 (H): 0.332, atom 8 (H): 0.248, atom 9 (H): 0.315, atom 10 (H): 0.245, atom 11 (H): 0.177